Record 1
Computed, not measured: a structure of composition C15H27NO4Si2TeTi, with ωB97M-V with the def2-TZVPD basis set.

Each line ends with the Löwdin charge.
Geometry (Å):
Ti 0.134625 -0.646684 0.322428  1.0678
O -1.858792 -3.930853 1.062644  0.2546
C -1.282403 -3.081024 0.496003  -0.4240
O -0.729686 -1.947738 1.131123  -0.2006
C -1.012674 -2.977491 -0.972007  -0.1714
C -1.509294 -3.876289 -1.878330  0.0701
C -1.247312 -3.651147 -3.228429  0.0382
C -0.513744 -2.537025 -3.603027  0.0154
C -0.047733 -1.670880 -2.630406  -0.0682
N -0.279000 -1.891365 -1.327663  -0.0221
H -2.092279 -4.717871 -1.528397  0.1520
H -1.626723 -4.333602 -3.977597  0.1406
H -0.308820 -2.324927 -4.642944  0.1362
H 0.511587 -0.780214 -2.882731  0.1265
O 0.177301 0.806840 -1.035733  -0.0670
C 0.641413 1.565474 -0.123877  -0.2813
O 0.894131 1.010931 1.013314  -0.0968
H 0.787945 2.635652 -0.279030  0.1838
C 3.927611 -0.448183 4.977501  -0.1593
Si 2.713306 -1.287757 3.878398  0.4019
C 0.998753 -0.600590 4.047976  -0.1640
C 2.683402 -3.135010 4.055467  -0.1801
C 3.342987 -0.957723 2.088808  -0.4935
Te 2.359976 -2.118179 0.604982  1.5126
C 3.475845 -1.591024 -1.138685  -0.4781
Si 4.328609 -3.202114 -1.777657  0.3943
C 5.404577 -2.783760 -3.211809  -0.1613
C 2.911130 -4.308123 -2.278481  -0.1768
C 5.294669 -3.890545 -0.349334  -0.1778
H 3.672803 -0.598043 6.028646  0.0534
H 3.949787 0.628053 4.793076  0.0484
H 4.933996 -0.842369 4.822548  0.0487
H 0.634812 -0.841910 5.050550  0.0587
H 0.271434 -1.051186 3.360871  0.0103
H 0.970272 0.484171 3.938207  0.0449
H 2.698847 -3.422067 5.108995  0.0525
H 3.552468 -3.606083 3.588333  0.0397
H 1.780085 -3.575760 3.624125  0.0336
H 4.381116 -1.297920 2.034892  0.0342
H 3.272830 0.078733 1.760525  0.0181
H 4.170778 -0.810928 -0.826382  0.0327
H 2.786997 -1.189616 -1.882556  0.0016
H 4.844104 -2.289171 -4.007589  0.0439
H 5.840515 -3.693636 -3.631773  0.0543
H 6.229392 -2.133014 -2.915568  0.0484
H 2.528149 -4.003808 -3.256588  0.0373
H 2.076604 -4.311943 -1.569453  0.0029
H 3.238960 -5.346048 -2.368751  0.0517
H 6.151879 -3.251910 -0.122460  0.0506
H 5.683678 -4.878984 -0.604973  0.0535
H 4.719490 -4.025918 0.571797  0.0090

Cartesian forces (eV/Å) of the 6 atoms listed first:
Ti 0.3 -0.6 -0.1
O 0.0 0.0 0.1
C 0.0 0.2 0.0
O -0.8 -0.3 0.1
C 0.1 0.2 0.1
C 0.0 -0.1 -0.1

Summary:
M: 517.02 g/mol
Strongest force on any atom: 0.83 eV/Å
LUMO level: -0.316 hartree
Gap between HOMO and LUMO: 7.497 eV
E_HOMO: -16.0867 eV
Electronic energy: -2639.545747 a.u.
Total charge: +2



Record 2
Computed, not measured: a structure of composition C3H4AgLiO3 at a distorted geometry, with ωB97M-V with the def2-TZVPD basis set.

Each line ends with the Löwdin charge.
Geometry (Å):
H 1.418289 -0.433786 1.986953  0.1108
C 0.813458 -0.473857 1.059686  -0.4042
C 0.678997 -1.913612 0.697019  -0.1482
O 0.444097 -2.155729 -0.607059  -0.2021
Li 1.205163 -0.548802 -1.599560  0.6246
O 1.361403 0.273738 0.023763  -0.6450
H -0.195272 -0.098594 1.343819  0.1165
H 0.364062 -2.682944 1.408443  0.1173
Ag 2.082932 2.156667 0.102903  0.2385
C -0.211246 -3.449425 -1.081703  0.0215
O -0.234883 -3.384019 -2.375385  0.0472
H -0.540637 -4.218369 -2.760605  0.1232

Cartesian forces (eV/Å) of the 6 atoms listed first:
H -0.1 0.0 -0.2
C 0.1 0.0 0.2
C -0.2 -0.5 1.3
O -1.6 -2.6 -3.4
Li 0.0 0.3 0.7
O -0.9 -2.4 -0.6

Summary:
M: 202.87 g/mol
⟨S²⟩: 2.007
Spin multiplicity: 3
Strongest force on any atom: 4.54 eV/Å
LUMO level (alpha / beta): -0.017 / -0.022 hartree
Gap between HOMO and LUMO (alpha / beta): 4.307 / 7.882 eV
E_HOMO (alpha / beta): -4.7648 / -8.4763 eV
ΔE to the lowest compared entry with this formula, charge and spin: 0.00 kcal/mol
Electronic energy: -496.739033 a.u.



Record 3
Computed, not measured: the ion C6H13N4 with charge +1 at a distorted geometry, with ωB97M-V with the def2-TZVPD basis set.

Each line ends with the Löwdin charge.
Geometry (Å):
H -1.475414 2.009306 -2.371717  0.0550
N -2.034729 1.505640 -1.742371  0.1995
C -1.456895 1.077081 -0.737436  -0.3810
C -2.258802 0.223793 0.102977  -0.0113
C -1.635052 -0.614542 0.924382  -0.0373
C -0.220241 -0.818721 1.147433  -0.2341
N 0.339455 -0.286806 2.359790  0.0898
C 0.680670 0.018034 -0.261485  -0.3771
N 2.089483 0.127112 -0.257671  0.1199
N 0.226601 -0.849385 -1.551707  0.2246
C 0.069623 1.341152 -0.451798  -0.0770
H -3.257286 0.272040 0.081177  0.0910
H -2.261219 -1.130998 1.578101  0.1092
H 0.254699 -1.799246 1.217367  0.1415
H 0.176673 0.694848 2.351917  0.0870
H 1.079689 -0.840855 2.698626  0.0799
H 2.553726 -0.424314 0.447195  0.0988
H 2.435944 1.045498 -0.268898  0.0807
H 0.605737 -0.679610 -2.520377  0.1879
H -0.875920 -0.941201 -1.599156  0.1997
H 0.648456 -1.690309 -1.389687  0.0940
H 0.517885 1.871201 -1.217617  0.0959
H 0.262842 2.092816 0.378006  0.1633

Cartesian forces (eV/Å) of the 6 atoms listed first:
H 1.0 1.2 -1.0
N -2.1 0.0 -1.4
C 1.8 1.2 0.5
C 4.7 -0.6 1.3
C -0.9 0.2 0.0
C 4.9 1.3 -1.0

Summary:
M: 141.20 g/mol
Structure (SMILES): [H]/N=C1/C=C[C@H](N)[C@@](N)([NH3+])C1
Strongest force on any atom: 5.14 eV/Å
LUMO level: -0.119 hartree
Gap between HOMO and LUMO: 9.885 eV
E_HOMO: -13.1369 eV
ΔE to the lowest compared entry with this formula, charge and spin: 64.57 kcal/mol
Electronic energy: -455.107580 a.u.
Total charge: +1



Record 4
Computed, not measured: a cluster of 2 separate species, C2H3NO4 in total at a distorted geometry, with ωB97M-V with the def2-TZVPD basis set.

Each line ends with the Löwdin charge.
Geometry (Å):
O -0.704978 2.365615 0.210843  0.2702
C 0.086379 1.611854 -0.125656  -0.1135
C 1.009070 0.772746 -0.531552  -0.0079
N 1.288083 -0.486419 0.067226  -0.4191
O 0.681167 -0.803558 1.067590  0.0519
O 2.132888 -1.162398 -0.469647  0.0878
H 1.600624 1.004481 -1.400956  0.1363
O -1.998277 -0.755672 0.247113  -0.0569
H -2.717295 -1.376226 0.084139  0.0419
H -1.377658 -1.170421 0.850896  0.0093

Cartesian forces (eV/Å) of the 6 atoms listed first:
O 0.1 0.0 -0.1
C -0.9 0.1 0.8
C 1.1 -0.3 -1.0
N -0.1 0.4 -0.2
O -0.4 -0.1 0.8
O 0.3 -0.2 -0.2

Summary:
M: 105.05 g/mol
Structure (SMILES): O=C=C[N+](=O)[O-].O
Strongest force on any atom: 1.46 eV/Å
LUMO level: -0.007 hartree
Gap between HOMO and LUMO: 10.448 eV
E_HOMO: -10.6454 eV
ΔE to the lowest compared entry with this formula, charge and spin: 106.76 kcal/mol
Electronic energy: -433.593444 a.u.



Record 5
Computed, not measured: a structure of composition C14H28CuN6O3P2Se3Te, with ωB97M-V with the def2-TZVPD basis set.

Each line ends with the Löwdin charge.
Geometry (Å):
Cu 0.759708 0.357340 0.132375  -0.4014
C -1.287704 -0.973689 -3.703041  -0.0760
N -1.872242 0.368146 -3.602484  -0.2845
C -2.856987 0.689972 -4.615408  -0.1020
P -1.764373 1.188765 -2.185721  0.4668
O -0.576009 0.713080 -1.475326  -0.3001
O -3.181198 0.986753 -1.453797  -0.2639
P -3.599115 0.322636 -0.037882  0.4616
O -2.719388 0.664164 1.087614  -0.2461
N -3.692055 -1.271232 -0.377745  -0.2726
C -4.091987 -1.815667 -1.663572  -0.1133
C -3.034518 -2.228146 0.525270  -0.1007
N -5.108411 0.963715 0.151692  -0.2984
C -5.168083 2.316524 0.712274  -0.0982
C -6.174322 0.680429 -0.792194  -0.1108
N -1.783842 2.811274 -2.399581  -0.2824
C -2.946993 3.644695 -2.638925  -0.1102
C -0.496848 3.436317 -2.730310  -0.0738
H -0.664507 -1.040996 -4.597228  0.0873
H -2.073906 -1.733348 -3.774379  0.0658
H -0.665060 -1.183951 -2.834877  0.0842
H -2.401157 0.661943 -5.608063  0.0846
H -3.265747 1.688356 -4.464570  0.0637
H -3.690137 -0.023353 -4.610432  0.0769
H -4.284668 -1.021599 -2.382889  0.0619
H -4.992295 -2.434386 -1.576683  0.0838
H -3.292086 -2.443657 -2.063664  0.0777
H -2.598506 -1.707869 1.373044  0.0659
H -2.223265 -2.733623 -0.001161  0.0423
H -3.753872 -2.970308 0.884240  0.0801
H -4.358123 2.456277 1.422495  0.0742
H -6.117457 2.443678 1.236418  0.0813
H -5.097993 3.089067 -0.063917  0.0776
H -6.121927 -0.347511 -1.144091  0.0602
H -6.147589 1.352387 -1.662138  0.0837
H -7.139577 0.810082 -0.297294  0.0824
H -3.855798 3.130765 -2.335637  0.0619
H -3.029547 3.923981 -3.695673  0.0767
H -2.863699 4.566209 -2.050403  0.0868
H 0.324155 2.745961 -2.541525  0.0627
H -0.348293 4.315416 -2.100918  0.0859
H -0.470556 3.745370 -3.779164  0.0827
Se 0.652182 -1.997962 0.696469  -0.0783
Se 2.684734 -2.512036 -0.380804  -0.3239
Te 4.131391 -0.534221 0.205438  0.1080
Se 2.865624 1.330194 -0.899715  -0.2266
N -1.942162 5.833876 1.181732  0.1342
C -1.169816 5.038776 1.485800  -0.1810
C -0.198392 4.016543 1.842323  -0.2051
C 0.889533 4.289807 2.654520  -0.0277
C 1.767275 3.259553 2.935578  -0.0368
C 1.521260 1.998907 2.402741  -0.1229
N 0.485156 1.738973 1.610532  0.0179
C -0.360934 2.733834 1.341673  -0.0690
H 1.035172 5.285282 3.054905  0.1162
H 2.642541 3.421077 3.551060  0.1071
H 2.177229 1.156488 2.601023  0.1035
H -1.195667 2.500190 0.685157  0.1002

Cartesian forces (eV/Å) of the 6 atoms listed first:
Cu 0.4 -0.5 -0.1
C 0.0 0.1 -0.1
N -0.1 -0.2 -0.3
C 0.1 0.0 0.1
P 0.4 -0.1 0.2
O -0.4 0.1 0.1

Summary:
M: 818.39 g/mol
Strongest force on any atom: 0.73 eV/Å
LUMO level: 0.080 hartree
Gap between HOMO and LUMO: 5.076 eV
E_HOMO: -2.9027 eV
Electronic energy: -10900.336181 a.u.
Total charge: -1



Record 6
Computed, not measured: a cluster of 12 separate species, H24O12 in total at a distorted geometry, with ωB97M-V with the def2-TZVPD basis set.

Each line ends with the Löwdin charge.
Geometry (Å):
O 0.190792 0.219630 -0.181176  -0.0711
H 0.707550 0.973542 -0.026482  -0.0315
H -0.530750 0.655461 -0.774309  0.0761
O -2.385280 3.047405 -1.481261  -0.1128
H -2.252468 4.004330 -1.371261  0.0358
H -1.507634 2.609376 -1.824838  0.0861
O -3.229421 -0.635130 -1.245368  -0.0873
H -3.737090 -0.162262 -1.989438  0.1103
H -3.143091 -0.099030 -0.492423  0.0055
O 1.170456 2.267666 1.322720  -0.0506
H 0.747395 2.185948 2.238678  0.1056
H 2.046337 1.930024 1.302524  -0.0060
O 2.598864 0.759942 3.635627  -0.0468
H 1.840596 0.346536 3.929427  0.0216
H 2.352859 1.480485 3.041901  0.0197
O 0.776575 0.064313 -2.843325  -0.0424
H 1.488012 -0.511631 -2.943372  0.0021
H 0.167016 -0.316597 -2.178296  0.0077
O -1.717564 -0.660601 2.753346  -0.0778
H -2.140838 -0.269181 2.011013  -0.0037
H -2.362851 -1.366801 3.126623  0.0831
O -1.878252 -2.137651 -0.682394  -0.1289
H -1.444723 -1.517439 -1.291775  0.0137
H -1.270819 -2.897002 -0.398288  0.0709
O 2.980778 -1.677414 -0.198579  -0.0570
H 2.023189 -1.805633 -0.285719  0.0298
H 3.099041 -1.299470 0.678204  0.0158
O -1.031808 -3.404533 1.885180  -0.0468
H -0.770562 -3.410622 2.831214  0.0592
H -1.947126 -3.376347 2.046996  -0.0028
O -1.052202 0.411317 -5.218698  -0.0842
H -0.884181 0.372925 -6.221089  0.0797
H -1.260657 1.324614 -5.090984  0.0028
O 4.050989 1.274489 2.141060  -0.1183
H 4.367164 1.252114 1.224651  0.0608
H 3.939702 0.367229 2.569909  0.0818

Cartesian forces (eV/Å) of the 6 atoms listed first:
O -3.7 -0.6 -2.1
H 1.4 1.8 0.8
H 1.6 -1.3 1.8
O 2.1 -1.2 -0.8
H 0.4 -0.6 -0.2
H -2.5 1.8 1.0

Summary:
M: 216.18 g/mol
Structure (SMILES): O.O.O.O.O.O.O.O.O.O.O.O
Strongest force on any atom: 5.11 eV/Å
LUMO level: 0.000 hartree
Gap between HOMO and LUMO: 10.437 eV
E_HOMO: -10.4302 eV
ΔE to the lowest compared entry with this formula, charge and spin: 125.02 kcal/mol
Electronic energy: -917.126130 a.u.